Formula: C4H5O3Pd
Source: OMol25
Level of theory: ωB97M-V with the def2-TZVPD basis set

Cartesian coordinates (Å):
O: -0.46458 -1.26052 0.64378
C: -1.65585 -1.02050 0.43888
C: -2.07569 -0.15732 -0.71019
O: -1.02800 0.37994 -1.39569
Pd: 0.35639 -0.22738 -0.69065
H: -2.43512 -1.54029 1.02827
H: -2.76240 0.59821 -0.25894
H: -2.75054 -0.79915 -1.32546
O: 1.55162 0.67902 0.31132
C: 2.37059 -0.17273 -0.32815
C: 1.88454 -1.12445 -1.17361
H: 3.43779 -0.09317 -0.02917
H: 2.62912 -1.84276 -1.54340

Cartesian forces, eV/Å:
O -4.704 -2.620 4.334
C -0.075 -1.300 0.535
C -1.575 0.367 0.112
O -12.056 4.473 -4.875
Pd 1.684 -3.325 -4.491
H -0.052 0.205 0.021
H 0.053 0.001 -0.081
H 0.160 -0.001 0.064
O 6.729 3.480 3.894
C 4.179 -0.423 0.744
C 5.691 -1.028 -0.525
H 0.266 0.014 0.176
H -0.300 0.158 0.092

Computed properties:
* 2S+1: 3
* HOMO energy (alpha / beta): -1.07 / -1.61 eV
* charge: -1

Here are the natural (NBO) charges for atoms 1 to 4, given in e: number 1, O, carries -0.533; number 2, C, carries 0.345; number 3, C, carries -0.193; number 4, O, carries -0.727

Formula: C8H9NO
Source: OMol25
Level of theory: ωB97M-V with the def2-TZVPD basis set

Cartesian coordinates (Å):
C: 2.36695 0.65648 -0.81572
C: 2.54040 0.18631 0.47330
C: 1.18642 0.48154 -1.58288
C: 1.59066 -0.64632 1.00469
C: 0.18391 -0.21797 -0.92887
C: 0.38762 -0.73124 0.32655
C: -1.07293 -0.98874 -0.90114
C: -2.47305 0.92334 0.79316
N: -0.79173 -1.59182 0.29638
O: -2.61564 0.47476 -0.46361
H: 3.09505 1.14570 -1.36503
H: 3.41814 0.34613 0.88936
H: 1.16495 0.84309 -2.56272
H: 1.91531 -1.00234 1.96749
H: -1.88964 -1.29403 -1.57989
H: -3.39972 1.51895 0.95986
H: -1.65453 1.62840 0.81878
H: -2.55520 0.07414 1.61007
H: -1.39697 -1.80640 1.06023

Cartesian forces, eV/Å:
C -2.106 -0.155 -0.761
C -3.228 -0.371 -3.836
C 0.261 -0.895 2.242
C -0.593 0.381 1.361
C 0.132 0.157 -0.525
C 1.656 -1.240 1.861
C -4.531 1.650 -0.614
C -1.605 -0.525 0.873
N 1.595 0.509 -0.408
O 1.562 -2.405 -1.986
H 1.753 1.078 -0.413
H 3.908 0.617 2.287
H -0.292 0.406 -1.318
H -0.909 -0.750 0.312
H 1.085 0.031 0.226
H 0.335 -0.075 0.422
H 0.780 0.045 1.051
H 0.770 1.437 -0.930
H -0.574 0.107 0.156

Computed properties:
* ΔE to the lowest compared entry with this formula, charge and spin: 541.1 kJ/mol
* HOMO energy (alpha / beta): -8.23 / -8.24 eV

Here are the natural (NBO) charges for atoms 1 to 4, given in e: number 1, C, carries -0.212; number 2, C, carries -0.172; number 3, C, carries -0.182; number 4, C, carries -0.246

Formula: C27H52NO3
Source: OMol25
Level of theory: ωB97M-V with the def2-TZVPD basis set

Cartesian coordinates (Å):
C: 1.35867 -9.00139 3.10974
C: 1.56239 -7.86274 1.90221
C: 1.40736 -8.67862 0.48951
C: 0.98218 -7.76464 -0.80258
C: 1.18863 -6.14967 -0.61418
C: -0.17691 -5.39056 -0.05279
C: -0.25920 -3.84196 -0.62691
C: 0.01291 -2.72832 0.54564
C: -0.97261 -1.42558 0.21775
C: 0.02794 -0.09516 0.33780
C: 0.94899 0.14681 -0.99785
C: 2.56882 0.14779 -0.73209
C: 3.18220 1.61972 -0.28983
C: 3.26421 1.62273 1.34732
C: 3.38794 3.10457 2.03698
C: 4.62899 2.94616 3.13822
C: 3.98168 3.33808 4.62981
O: 2.84146 4.19802 4.17855
C: 2.16176 3.36191 3.14493
O: 0.90173 2.89927 3.14301
H: 2.37351 -9.20437 3.70193
H: 0.52231 -8.60306 3.83612
H: 0.94503 -10.02769 2.66258
H: 2.65783 -7.41699 2.05954
H: 0.78766 -7.00252 2.07161
H: 0.62304 -9.57103 0.54583
H: 2.45211 -9.18602 0.25614
H: -0.09944 -8.08587 -1.15126
H: 1.70592 -8.09229 -1.69312
H: 1.35874 -5.70406 -1.70861
H: 2.15653 -5.88796 -0.01077
H: -0.21495 -5.32007 1.11467
H: -1.13339 -5.95393 -0.46647
H: -1.35584 -3.67059 -1.01482
H: 0.55395 -3.67941 -1.45451
H: 1.15534 -2.43785 0.59687
H: -0.25451 -3.19617 1.60321
H: -1.51474 -1.50330 -0.81647
H: -1.73958 -1.32691 1.11395
H: 0.64017 -0.25601 1.33107
H: -0.64654 0.87485 0.47359
H: 0.71564 -0.61812 -1.85708
H: 0.68288 1.22725 -1.42425
H: 3.07424 -0.16826 -1.76118
H: 2.93028 -0.62239 0.07790
H: 4.29498 1.64127 -0.70454
H: 2.62712 2.53367 -0.76486
H: 2.28076 1.11466 1.76806
H: 4.14900 0.87878 1.63670
H: 3.53403 4.05924 1.36943
H: 5.54230 3.68599 2.97399
H: 5.03688 1.86781 3.36423
H: 4.65075 3.98822 5.34786
H: 3.43456 2.42922 5.13733
C: -0.90803 4.46367 -0.70280
C: -2.43434 4.24491 -0.61198
C: -3.17014 5.58992 -0.84811
C: -3.12879 6.11246 -2.28009
C: -3.00021 5.01618 -3.33037
C: -3.48079 3.61534 -2.87240
N: -2.73453 3.24722 -1.65602
O: -3.07066 1.99320 -1.16771
C: -3.10144 2.63112 -4.01207
C: -5.01996 3.61392 -2.73033
C: -2.75638 3.83926 0.85541
H: -0.36255 3.53607 -0.50117
H: -0.56724 5.20837 0.02703
H: -0.60096 4.81347 -1.69265
H: -4.22168 5.48361 -0.55405
H: -2.76632 6.36678 -0.18169
H: -4.03719 6.69915 -2.46570
H: -2.29316 6.81273 -2.39540
H: -3.53100 5.32915 -4.23912
H: -1.94421 4.95324 -3.62358
H: -2.01280 2.55920 -4.12492
H: -3.50893 2.96716 -4.97383
H: -3.48925 1.62129 -3.83289
H: -5.49377 3.89155 -3.68111
H: -5.38185 4.31847 -1.97572
H: -5.40379 2.62325 -2.46433
H: -2.44511 4.62650 1.55457
H: -2.22908 2.92848 1.15912
H: -3.83151 3.68182 1.00199

Cartesian forces, eV/Å:
C -0.327 0.135 0.062
C 0.282 -1.314 0.909
C 0.281 0.070 -0.536
C 1.082 -0.460 -0.578
C -0.995 0.119 -1.082
C 0.329 0.499 -0.752
C 0.097 -0.279 1.052
C -0.821 -0.393 -0.482
C 1.636 0.729 1.548
C -1.403 0.344 -0.230
C 0.356 0.677 0.183
C 0.290 0.400 -0.968
C 0.862 -1.072 0.120
C -0.955 -0.213 -0.785
C 0.675 -1.747 2.370
C 0.790 0.622 2.102
C -1.132 0.441 -1.580
O -1.660 -2.402 -0.768
C -3.926 -1.303 -0.484
O 8.788 3.514 0.408
H -2.367 0.423 -1.256
H 1.841 -0.891 -1.179
H 1.073 2.270 0.981
H -2.470 -0.866 -0.690
H 1.471 -1.753 -0.613
H 1.645 1.995 0.265
H -2.119 1.007 0.575
H 2.075 1.104 0.779
H -1.596 0.668 1.819
H -0.343 -0.976 2.350
H -1.931 -0.598 -0.943
H 0.018 -0.399 -2.205
H 2.088 0.911 1.010
H 2.345 -0.284 0.503
H -1.836 -0.335 1.287
H -2.321 -0.451 -0.256
H 0.448 1.007 -2.177
H 1.115 0.253 2.078
H 1.335 -0.244 -2.125
H -0.962 0.374 -2.057
H 1.374 -2.114 -0.268
H 0.315 1.319 1.809
H 0.467 -2.408 0.816
H -0.937 0.665 2.162
H -0.884 1.319 -1.517
H -2.219 0.158 0.878
H 0.752 -1.842 1.080
H 1.937 1.205 -0.915
H -1.799 1.935 -0.512
H -0.448 -2.135 1.222
H -1.995 -1.640 0.085
H -0.755 1.986 -1.317
H -1.416 -1.498 -1.539
H 1.671 1.593 -0.690
C 0.249 0.413 0.283
C 0.093 0.537 -0.006
C -0.061 0.037 0.177
C -0.054 0.329 -0.017
C 0.169 -0.191 -0.165
C 0.290 0.341 0.163
N 0.149 -0.087 -0.536
O -0.289 -0.441 0.182
C -0.099 -0.185 0.184
C -0.302 -0.118 -0.087
C -0.096 -0.395 -0.345
H -0.256 -0.066 -0.039
H 0.052 0.070 0.127
H -0.177 -0.058 -0.001
H 0.161 -0.239 0.043
H 0.034 -0.199 0.019
H 0.075 -0.011 0.052
H -0.053 -0.028 -0.015
H -0.063 -0.208 0.056
H -0.106 -0.283 0.084
H -0.142 0.076 0.208
H -0.075 0.149 0.083
H 0.103 0.242 0.223
H 0.077 0.030 -0.013
H 0.153 -0.021 -0.002
H 0.325 0.084 0.107
H 0.036 0.139 -0.286
H -0.197 0.078 -0.275
H 0.185 -0.119 -0.156

Computed properties:
* HOMO energy: -1.11 eV
* charge: -1

Here are the Löwdin charges for atoms 1 to 4, given in e: number 1, C, carries -0.157; number 2, C, carries -0.249; number 3, C, carries -0.236; number 4, C, carries -0.231

Formula: C3H6ClN3
Source: OMol25
Level of theory: ωB97M-V with the def2-TZVPD basis set

Cartesian coordinates (Å):
C: 0.77560 -0.85456 -0.01865
C: -3.48530 -0.50811 0.10503
C: 1.44769 0.46847 0.16264
N: -0.45936 -0.85667 -0.19240
N: -1.21291 0.15927 -0.41551
N: -2.52749 0.13619 -0.50383
Cl: -5.03204 0.18538 0.17451
H: 1.37139 -1.80436 -0.22927
H: -3.06031 -1.28022 0.72004
H: 1.05786 1.26387 0.84948
H: 1.41296 0.92280 -0.91473
H: 2.50153 0.27082 0.49990
H: -2.90940 0.87921 -1.09424

Cartesian forces, eV/Å:
C 1.372 0.886 0.531
C 1.828 -0.578 0.246
C 1.983 0.856 -1.171
N -3.156 -4.510 -0.660
N 0.699 3.688 -1.048
N -0.807 -0.009 0.041
Cl -0.193 -0.308 -0.050
H -0.987 1.316 0.753
H -0.988 -0.435 0.576
H -0.282 -1.188 -0.542
H 0.458 -0.401 1.835
H -0.740 0.496 -0.662
H 0.812 0.187 0.150

Computed properties:
* ΔE to the lowest compared entry with this formula, charge and spin: 419.7 kJ/mol
* HOMO energy (alpha / beta): -7.28 / -7.28 eV

Here are the natural (NBO) charges for atoms 1 to 4, given in e: number 1, C, carries 0.037; number 2, C, carries -0.124; number 3, C, carries -0.703; number 4, N, carries -0.291

Formula: C7H8ClNS
Source: OMol25
Level of theory: ωB97M-V with the def2-TZVPD basis set

Cartesian coordinates (Å):
Cl: 2.40247 3.05908 0.95026
S: 0.59589 1.99422 1.08052
C: 1.03091 0.67930 0.03167
C: 2.04918 -0.25645 0.26367
C: 2.39537 -1.15007 -0.72420
C: 1.59347 -1.27755 -1.83944
C: 0.47874 -0.45999 -1.93352
C: 0.29278 0.67643 -1.17843
H: 2.67449 -0.20490 1.15517
H: 3.27720 -1.74495 -0.60376
H: 1.89673 -2.01864 -2.56513
H: -0.14138 -0.67972 -2.83790
H: -0.29614 1.59318 -1.43318
C: -2.47947 1.64450 1.86872
N: -1.72269 0.87452 1.23760
H: -3.47717 1.44788 2.21924
H: -2.02837 2.76833 1.97177
H: -1.99656 0.01978 0.76379

Cartesian forces, eV/Å:
Cl -0.173 -0.081 0.118
S 0.522 0.659 0.763
C -0.115 0.075 -1.255
C -0.008 0.898 0.474
C -0.065 0.033 0.101
C 0.221 -0.172 1.048
C -0.787 -0.323 -3.437
C 0.647 -0.072 1.377
H -0.377 0.148 -0.064
H 0.313 -0.317 0.037
H -0.560 0.007 -0.259
H 0.357 0.643 0.770
H 0.130 -1.438 0.217
C 1.459 2.497 -0.432
N 0.671 0.490 -0.911
H -0.550 -0.065 0.005
H -1.137 -2.638 0.485
H -0.547 -0.346 0.964

Computed properties:
* ΔE to the lowest compared entry with this formula, charge and spin: 0.0 kJ/mol
* SMILES: ClSc1ccccc1.C=N
* HOMO energy: -8.45 eV

Here are the natural (NBO) charges for atoms 1 to 4, given in e: number 1, Cl, carries -0.248; number 2, S, carries 0.326; number 3, C, carries -0.218; number 4, C, carries -0.207

Formula: C25H17N4Ni
Source: OMol25
Level of theory: ωB97M-V with the def2-TZVPD basis set

Cartesian coordinates (Å):
Ni: 0.54629 0.55726 0.04447
C: -0.71983 3.64624 2.80237
C: 0.06391 2.65979 2.19147
N: -0.31713 2.01954 1.10640
C: -1.52456 2.31525 0.52810
C: -2.38369 3.27170 1.09810
C: -1.94066 3.93965 2.25910
C: -3.63247 3.53822 0.48702
C: -3.97163 2.85740 -0.64376
C: -3.10909 1.90480 -1.22866
C: -1.87021 1.62750 -0.69163
N: -0.90403 0.75120 -1.14422
C: -0.61797 0.34724 -2.43263
C: -1.46471 0.23108 -3.51420
C: -0.99339 -0.17865 -4.78065
C: 0.31465 -0.49479 -4.99590
C: 1.22378 -0.42094 -3.91316
C: 2.59850 -0.70960 -4.04483
C: 3.43213 -0.61316 -2.96431
C: 2.88585 -0.24193 -1.72962
N: 1.60913 0.03724 -1.57260
C: 0.75912 -0.02587 -2.64611
H: -0.35345 4.15042 3.68444
H: 1.02489 2.38401 2.60907
H: -2.58030 4.68974 2.70777
H: -4.29562 4.26927 0.92929
H: -4.92875 3.03711 -1.11527
H: -3.45539 1.38965 -2.10794
H: -2.51546 0.44272 -3.41657
H: -1.70485 -0.24364 -5.59326
H: 0.67077 -0.80432 -5.96913
H: 2.98101 -1.00297 -5.01472
H: 4.48965 -0.81866 -3.04118
H: 3.51096 -0.18165 -0.84672
N: 0.67612 -1.00865 1.27322
C: 0.69619 -1.95575 1.91852
C: 0.70937 -3.14205 2.71661
C: 0.26465 -4.33597 2.14640
C: 0.27556 -5.48556 2.91523
C: 0.72522 -5.43676 4.22860
C: 1.16574 -4.24408 4.78763
C: 1.16076 -3.08400 4.03455
H: -0.08241 -4.35206 1.12247
H: -0.06611 -6.42015 2.49300
H: 0.73192 -6.33989 4.82405
H: 1.51165 -4.22168 5.81153
H: 1.49829 -2.14678 4.45497

Cartesian forces, eV/Å:
Ni 0.456 0.180 0.190
C -0.022 -0.004 -0.023
C -0.025 -0.030 0.045
N -0.260 -0.013 -0.040
C 0.038 -0.026 -0.018
C -0.017 0.019 -0.007
C 0.019 -0.013 0.011
C 0.001 -0.017 -0.017
C 0.006 0.002 0.027
C 0.037 0.052 -0.037
C -0.127 -0.129 0.051
N 0.110 0.190 -0.048
C -0.084 -0.169 0.005
C 0.020 0.068 -0.019
C 0.019 -0.014 0.005
C -0.015 0.005 0.014
C -0.010 0.007 -0.032
C 0.010 -0.006 0.023
C -0.028 0.002 -0.014
C -0.002 -0.065 0.006
N -0.158 -0.102 -0.166
C -0.011 0.023 0.050
H -0.005 -0.005 0.006
H 0.004 0.006 -0.003
H 0.004 0.000 0.006
H -0.003 0.003 -0.010
H -0.001 0.012 0.006
H 0.006 0.007 -0.004
H 0.005 0.011 0.002
H 0.010 0.001 -0.009
H -0.008 0.006 -0.005
H 0.008 -0.002 0.003
H -0.001 -0.010 0.000
H 0.005 0.008 -0.003
N 0.040 -0.006 -0.008
C -0.013 0.031 0.044
C -0.019 0.014 -0.097
C 0.018 -0.014 0.061
C 0.001 0.014 -0.007
C -0.003 -0.025 0.004
C 0.001 0.005 0.001
C -0.008 -0.035 0.018
H -0.001 -0.006 -0.003
H -0.001 0.004 -0.008
H -0.001 0.002 0.001
H 0.003 0.015 -0.001
H 0.002 0.003 -0.002

Computed properties:
* ΔE to the lowest compared entry with this formula, charge and spin: 0.0 kJ/mol
* 2S+1: 3
* HOMO energy (alpha / beta): -9.82 / -9.88 eV
* charge: +1

Here are the natural (NBO) charges for atoms 1 to 4, given in e: number 1, Ni, carries 1.392; number 2, C, carries -0.269; number 3, C, carries 0.084; number 4, N, carries -0.581

Repeat the first record exactly.
Formula: C4H5O3Pd
Source: OMol25
Level of theory: ωB97M-V with the def2-TZVPD basis set

Cartesian coordinates (Å):
O: -0.46458 -1.26052 0.64378
C: -1.65585 -1.02050 0.43888
C: -2.07569 -0.15732 -0.71019
O: -1.02800 0.37994 -1.39569
Pd: 0.35639 -0.22738 -0.69065
H: -2.43512 -1.54029 1.02827
H: -2.76240 0.59821 -0.25894
H: -2.75054 -0.79915 -1.32546
O: 1.55162 0.67902 0.31132
C: 2.37059 -0.17273 -0.32815
C: 1.88454 -1.12445 -1.17361
H: 3.43779 -0.09317 -0.02917
H: 2.62912 -1.84276 -1.54340

Cartesian forces, eV/Å:
O -4.704 -2.620 4.334
C -0.075 -1.300 0.535
C -1.575 0.367 0.112
O -12.056 4.473 -4.875
Pd 1.684 -3.325 -4.491
H -0.052 0.205 0.021
H 0.053 0.001 -0.081
H 0.160 -0.001 0.064
O 6.729 3.480 3.894
C 4.179 -0.423 0.744
C 5.691 -1.028 -0.525
H 0.266 0.014 0.176
H -0.300 0.158 0.092

Computed properties:
* 2S+1: 3
* HOMO energy (alpha / beta): -1.07 / -1.61 eV
* charge: -1

Here are the natural (NBO) charges for atoms 1 to 4, given in e: number 1, O, carries -0.533; number 2, C, carries 0.345; number 3, C, carries -0.193; number 4, O, carries -0.727